(1)
Here is a structure of composition C43H49N3OP2ReSe2 in a non-equilibrium geometry from the Open Molecules 2025 dataset. Energies are from ωB97M-V/def2-TZVPD.

Geometry (Å):
Re (-1.026, -0.934, 1.266)
C (-2.035, -1.231, 3.607)
C (-1.529, 0.081, 3.733)
C (-0.149, -0.044, 4.088)
C (0.092, -1.420, 4.273)
C (-1.060, -2.157, 3.987)
C (-1.297, -3.632, 4.307)
C (-2.216, -4.268, 3.251)
C (0.035, -4.400, 4.353)
C (-1.973, -3.732, 5.685)
C (0.997, 0.947, 4.378)
C (0.864, 2.289, 3.645)
C (2.336, 0.335, 3.898)
C (1.068, 1.197, 5.894)
C (-2.488, 1.287, 3.706)
C (-3.945, 0.791, 3.571)
C (-2.210, 2.205, 2.505)
C (-2.403, 2.054, 5.038)
H (-3.026, -1.494, 3.267)
H (1.006, -1.843, 4.653)
H (-1.754, -4.257, 2.267)
H (-3.166, -3.738, 3.184)
H (-2.438, -5.303, 3.507)
H (0.573, -4.316, 3.410)
H (-0.140, -5.458, 4.550)
H (0.677, -4.021, 5.147)
H (-2.942, -3.233, 5.686)
H (-1.357, -3.269, 6.454)
H (-2.131, -4.773, 5.964)
H (0.787, 2.136, 2.568)
H (1.743, 2.907, 3.821)
H (0.013, 2.864, 3.994)
H (2.277, 0.063, 2.844)
H (2.607, -0.556, 4.461)
H (3.155, 1.045, 4.008)
H (0.123, 1.580, 6.276)
H (1.843, 1.925, 6.128)
H (1.290, 0.277, 6.432)
H (-4.102, 0.276, 2.624)
H (-4.651, 1.620, 3.611)
H (-4.199, 0.103, 4.376)
H (-2.375, 1.671, 1.569)
H (-1.192, 2.571, 2.488)
H (-2.868, 3.074, 2.515)
H (-2.578, 1.379, 5.877)
H (-3.152, 2.846, 5.083)
H (-1.433, 2.518, 5.190)
Se (4.694, 0.090, -2.805)
P (2.745, -0.444, -3.309)
C (2.795, -2.067, -4.199)
C (4.005, -2.716, -4.499)
C (3.998, -3.944, -5.169)
C (2.787, -4.532, -5.542)
C (1.581, -3.895, -5.244)
C (1.585, -2.668, -4.574)
C (2.142, 0.888, -4.441)
C (1.674, 0.585, -5.730)
C (1.258, 1.609, -6.588)
C (1.311, 2.940, -6.169)
C (1.789, 3.249, -4.893)
C (2.207, 2.226, -4.038)
C (1.887, -0.801, -1.707)
C (0.713, -0.323, -1.138)
N (0.520, -0.991, 0.011)
N (1.535, -1.828, 0.152)
N (2.369, -1.738, -0.870)
P (-0.508, 0.916, -1.711)
Se (-2.048, 0.722, -0.333)
C (0.044, 2.662, -1.509)
C (-0.813, 3.712, -1.867)
C (-0.406, 5.040, -1.704)
C (0.856, 5.324, -1.173)
C (1.707, 4.280, -0.800)
C (1.301, 2.952, -0.963)
C (-1.225, 0.434, -3.336)
C (-1.292, 1.345, -4.398)
C (-1.847, 0.957, -5.622)
C (-2.334, -0.342, -5.791)
C (-2.271, -1.253, -4.734)
C (-1.720, -0.866, -3.509)
H (4.956, -2.285, -4.224)
H (4.933, -4.439, -5.400)
H (2.784, -5.482, -6.060)
H (0.642, -4.351, -5.531)
H (0.645, -2.184, -4.348)
H (1.629, -0.434, -6.082)
H (0.894, 1.369, -7.579)
H (0.989, 3.731, -6.833)
H (1.844, 4.280, -4.570)
H (2.604, 2.476, -3.071)
H (-1.794, 3.503, -2.275)
H (-1.068, 5.847, -1.988)
H (1.170, 6.351, -1.046)
H (2.682, 4.500, -0.383)
H (1.969, 2.154, -0.667)
H (-0.919, 2.352, -4.285)
H (-1.897, 1.663, -6.441)
H (-2.760, -0.642, -6.739)
H (-2.648, -2.260, -4.863)
H (-1.676, -1.580, -2.696)
O (-1.672, -2.052, 0.147)

Forces on the atoms, in the same order (eV/Å):
Re -1.154 -0.893 1.851
C -0.687 -0.659 -1.338
C -0.039 1.358 -1.048
C 0.485 0.501 -0.284
C -0.019 -0.316 -0.312
C 0.399 -1.136 -0.062
C 0.131 0.003 -0.373
C 0.117 0.110 0.167
C -0.221 0.163 -0.036
C 0.007 0.097 -0.101
C -0.070 0.045 -0.203
C 0.076 -0.097 0.255
C -0.246 -0.009 0.130
C -0.029 0.008 -0.099
C -0.049 0.107 -0.156
C 0.263 -0.018 0.070
C -0.311 0.115 0.366
C 0.067 -0.116 -0.079
H -0.202 0.056 0.480
H 0.110 -0.015 -0.139
H 0.077 0.052 -0.126
H -0.064 0.040 -0.007
H 0.009 -0.104 0.075
H 0.023 0.034 -0.083
H -0.068 -0.060 0.022
H 0.055 0.018 0.056
H -0.040 0.052 -0.038
H 0.082 0.072 0.063
H 0.000 -0.139 -0.024
H -0.053 -0.009 -0.093
H 0.173 -0.055 0.085
H -0.030 0.023 -0.096
H -0.020 -0.064 -0.072
H 0.003 -0.030 -0.017
H -0.021 0.156 0.099
H -0.026 0.009 0.002
H 0.152 0.078 0.018
H 0.018 -0.094 -0.005
H -0.018 -0.040 -0.112
H 0.099 0.179 -0.023
H -0.031 -0.009 0.053
H -0.147 0.478 0.873
H 0.003 0.003 -0.084
H -0.173 0.124 0.074
H -0.020 -0.048 0.020
H -0.087 0.022 -0.094
H 0.020 0.000 -0.002
Se 0.685 0.465 0.323
P 1.640 -0.682 0.139
C -0.580 -0.009 -0.200
C -0.422 -0.119 -0.150
C -0.627 0.281 0.123
C 0.015 0.431 0.228
C 0.353 0.220 0.122
C 0.470 -0.374 -0.151
C -1.024 -0.463 -0.108
C -0.089 0.463 0.130
C 0.355 0.169 0.504
C 0.115 -0.404 0.222
C 0.012 -0.569 -0.105
C -0.164 0.045 -0.378
C -1.142 0.494 -0.848
C -0.301 1.697 -1.893
N 2.091 1.092 -0.377
N 0.736 -0.525 -0.092
N -0.521 -0.120 0.581
P 1.154 -0.580 -0.408
Se -1.453 -0.448 1.176
C 0.570 -0.068 -0.672
C 0.312 0.114 0.026
C 0.257 -0.499 0.153
C -0.079 -0.511 -0.052
C -0.562 -0.058 -0.109
C -0.235 0.250 -0.048
C 0.560 0.606 -0.513
C -0.250 -0.398 -0.083
C -0.130 -0.407 0.412
C 0.239 0.302 0.387
C 0.266 0.532 0.206
C 0.017 -0.005 -0.177
H -0.059 0.231 0.144
H -0.001 0.048 0.040
H -0.013 0.000 0.006
H -0.008 0.011 0.018
H -0.129 0.059 0.050
H -0.007 -0.142 0.076
H 0.034 -0.044 0.007
H 0.002 0.012 -0.014
H 0.024 -0.020 0.053
H 0.141 -0.006 0.125
H -0.051 -0.018 0.010
H -0.021 -0.050 0.003
H 0.000 -0.013 -0.008
H -0.016 -0.062 0.004
H 0.056 -0.097 -0.049
H 0.147 0.060 0.017
H 0.023 0.016 0.046
H 0.002 0.006 0.004
H 0.020 0.015 0.067
H -0.009 0.000 0.134
O -0.945 -0.918 1.242

The orbital gap (spin up / spin down) is 6.8240 / 7.1595 eV. The largest force on an atom comes out at 2.56 eV/Å. As for the LUMO energy (spin up / spin down): -0.01581 / -0.00889 hartree. As for the total energy: -7471.21365 a.u. The spin multiplicity is 2. The calculation puts the HOMO energy (spin up / spin down) at -0.26659 / -0.27200 hartree. As for the expectation value of S²: 0.7568.

Atom charges from the Löwdin analysis, given in e for atoms 1 to 2:
1 Re 1.220
2 C -0.173

***

(2)
Here is an isolated molecule of C4H8N2 in a non-equilibrium geometry from the Open Molecules 2025 dataset. Energies are from ωB97M-V/def2-TZVPD.

Geometry (Å):
C (-0.790, 1.067, -0.622)
C (-0.014, -0.090, 0.002)
C (1.504, 0.090, -0.009)
N (-0.372, -1.338, -0.623)
C (-0.649, -0.140, 1.603)
N (-1.034, -0.382, 2.682)
H (-1.773, 0.875, -0.121)
H (-0.771, 1.023, -1.736)
H (-0.378, 2.069, -0.356)
H (1.907, -0.068, -1.018)
H (1.935, -0.651, 0.651)
H (1.814, 1.084, 0.326)
H (0.042, -2.095, -0.087)
H (-1.381, -1.481, -0.608)

Forces on the atoms, in the same order (eV/Å):
C -0.308 0.044 0.288
C -0.633 0.353 1.533
C -0.239 -0.024 0.343
N -0.036 0.073 0.347
C 1.179 -0.574 -0.125
N 0.602 0.613 -2.165
H 0.209 1.038 -1.334
H -0.327 -0.290 0.844
H -0.429 -0.879 0.189
H -0.364 -0.012 0.151
H 0.355 -0.142 0.115
H -0.209 -0.181 0.071
H -0.040 -0.097 -0.202
H 0.241 0.077 -0.054

The orbital gap is 11.1879 eV. The largest force on an atom comes out at 2.33 eV/Å. As for the LUMO energy: 0.02907 hartree. As for the total energy: -266.68885 a.u. The calculation puts the HOMO energy at -0.38208 hartree. As for the SMILES: CC(C)(N)C#N. The energy above the lowest of the compared OMol25 structures with the same formula, charge and spin comes out at 20.8 kcal/mol.

Atom charges from the natural (NBO) analysis, given in e for atoms 1 to 2:
1 C -0.636
2 C 0.154